Record 1
Below is a 3-piece molecular cluster, C19H43BrN2O7S overall, with properties calculated with wB97M-V/def2-TZVPD.

Results
HOMO-LUMO gap: 8.9338 eV
Strongest force on any atom: 0.004 Eh/bohr
DFT total energy: -118588.1064 eV
SMILES: C[C@H](Br)C[C@@H]1CCS(=O)(=O)OC1.COCCNCCOC.COCCNCCOC
Lowest unoccupied orbital energy: 0.01139 hartree
Total charge: 0

Last column: Löwdin charge in e.
Atoms and positions in Å:
C 0.388 5.453 0.458  -0.144
C 1.018 4.292 -0.295  -0.698
Br 0.792 4.583 -2.227  0.715
C 0.635 2.870 0.128  -0.202
C -0.822 2.364 0.167  -0.275
C -1.643 2.405 -1.144  -0.169
C -2.560 3.618 -1.272  -0.206
S -3.723 3.687 0.087  0.621
O -3.715 5.010 0.637  -0.270
O -4.938 3.028 -0.271  -0.262
O -3.027 2.697 1.126  -0.240
C -1.624 2.985 1.316  -0.155
H -0.667 5.588 0.222  0.060
H 0.484 5.287 1.534  0.090
H 0.903 6.381 0.215  0.077
H 2.099 4.363 -0.186  0.081
H 1.202 2.179 -0.500  0.099
H 1.050 2.756 1.139  0.129
H -0.733 1.298 0.401  0.111
H -0.986 2.365 -2.011  0.088
H -2.263 1.507 -1.180  0.106
H -2.032 4.569 -1.297  0.068
H -3.183 3.540 -2.163  0.114
H -1.512 4.065 1.384  0.095
H -1.360 2.552 2.280  0.139
C -3.210 -0.554 0.692  -0.102
O -2.584 -0.874 -0.535  -0.209
C -1.475 -1.760 -0.426  -0.216
C -1.761 -3.059 -1.145  -0.213
N -2.843 -3.777 -0.493  -0.049
C -3.265 -4.996 -1.166  -0.203
C -3.864 -4.857 -2.561  -0.229
O -5.085 -4.143 -2.581  -0.179
C -4.979 -2.754 -2.823  -0.103
H -3.984 0.181 0.478  0.086
H -3.664 -1.428 1.170  0.089
H -2.501 -0.111 1.400  0.082
H -1.251 -1.958 0.627  0.128
H -0.603 -1.283 -0.880  0.112
H -0.857 -3.676 -1.117  0.125
H -1.965 -2.820 -2.199  0.110
H -3.637 -3.156 -0.394  0.085
H -4.004 -5.491 -0.532  0.118
H -2.402 -5.668 -1.233  0.117
H -4.086 -5.861 -2.933  0.120
H -3.156 -4.398 -3.262  0.108
H -4.165 -2.533 -3.521  0.086
H -4.809 -2.177 -1.909  0.073
H -5.919 -2.426 -3.266  0.088
C 4.892 0.893 3.662  -0.118
O 4.973 0.957 2.254  -0.206
C 6.071 0.241 1.698  -0.216
C 5.574 -0.833 0.756  -0.220
N 4.824 -1.842 1.485  -0.051
C 4.192 -2.863 0.659  -0.200
C 3.130 -2.403 -0.332  -0.218
O 1.987 -1.833 0.285  -0.183
C 2.035 -0.436 0.480  -0.106
H 4.041 1.501 3.963  0.086
H 4.745 -0.132 4.022  0.087
H 5.795 1.295 4.134  0.088
H 6.667 -0.208 2.497  0.122
H 6.701 0.947 1.149  0.122
H 6.434 -1.308 0.275  0.126
H 4.991 -0.338 -0.035  0.106
H 4.118 -1.384 2.048  0.086
H 3.736 -3.597 1.327  0.119
H 4.974 -3.385 0.098  0.119
H 2.778 -3.278 -0.884  0.121
H 3.539 -1.696 -1.065  0.111
H 2.594 0.060 -0.320  0.090
H 2.487 -0.154 1.436  0.080
H 1.008 -0.070 0.470  0.058

---

Record 2
Below is C11H20Cl2MoO3 as an isolated structure at a distorted geometry, with properties calculated with wB97M-V/def2-TZVPD.

Results
Multiplicity: 3
HOMO-LUMO gap (alpha / beta): 4.9598 / 4.9449 eV
Strongest force on any atom: 0.054 Eh/bohr
DFT total energy: -44775.0013 eV
Lowest unoccupied orbital energy (alpha / beta): 0.20470 / 0.20438 hartree
Total charge: -2

Last column: Löwdin spin population.
Atoms and positions in Å:
C -0.560 0.929 -1.742  0.010
C -1.417 -0.077 -1.176  0.014
C -0.613 -1.234 -0.882  0.008
C -2.891 0.044 -0.999  0.005
C 0.743 -0.945 -1.205  0.006
C 0.787 0.396 -1.757  0.001
C 1.993 1.203 -1.950  -0.004
C -0.964 2.259 -2.262  0.006
C -1.111 -2.577 -0.476  0.002
C 1.906 -1.852 -1.050  0.000
Mo 0.105 0.637 0.426  1.690
Cl -1.284 -0.783 2.134  0.027
Cl -1.338 2.423 1.062  0.066
O 1.608 -0.078 1.396  0.119
H -3.159 1.046 -0.649  0.001
H -3.251 -0.672 -0.258  0.000
H -3.418 -0.138 -1.943  0.001
H -2.043 -2.505 0.092  0.000
H -0.374 -3.086 0.152  0.000
H -1.295 -3.211 -1.355  0.000
H 1.770 -2.504 -0.182  0.000
H 2.823 -1.279 -0.911  0.000
H 2.029 -2.489 -1.934  0.000
H 2.913 0.613 -1.957  0.000
H 1.990 1.966 -0.818  0.002
H 1.911 1.917 -2.774  0.000
H -1.933 2.558 -1.861  0.001
H -1.038 2.242 -3.355  0.001
H -0.229 3.022 -1.992  0.000
H 1.449 -0.455 2.300  0.009
O 1.446 2.276 0.142  0.023
H 2.078 2.104 0.871  0.007
C 0.256 -0.311 5.020  0.001
O 0.945 -0.917 3.982  0.005
H 0.871 -0.356 5.929  0.000
H -0.667 -0.899 5.164  0.000
H -0.037 0.734 4.818  0.000

---

Record 3
Below is a 2-piece molecular cluster, C4H12 overall at a distorted geometry, with properties calculated with wB97M-V/def2-TZVPD.

Results
ΔE to the lowest compared entry with this formula, charge and spin: 1.520 eV
HOMO-LUMO gap: 11.9913 eV
Strongest force on any atom: 0.111 Eh/bohr
DFT total energy: -4341.0085 eV
SMILES: CC.CC
Lowest unoccupied orbital energy: 0.03950 hartree
Total charge: 0

Last column: Löwdin charge in e.
Atoms and positions in Å:
C -2.718 -1.305 0.571  -0.186
C -1.930 -1.314 -0.701  -0.185
H -2.439 -2.198 1.369  0.117
H -2.403 -0.516 1.313  0.073
H -3.720 -1.358 0.403  0.011
H -1.019 -1.899 -0.640  0.058
H -2.386 -1.524 -1.623  0.041
H -1.573 -0.270 -0.872  0.071
C 2.598 0.547 -0.071  -0.138
C 1.839 2.003 0.027  -0.141
H 3.194 0.369 0.953  0.092
H 1.952 -0.333 -0.160  0.035
H 3.395 0.575 -0.782  0.025
H 0.804 2.211 -0.236  0.042
H 2.372 2.599 -0.637  0.008
H 2.033 2.412 1.086  0.077

---

Record 4
Below is a 2-piece molecular cluster, C4H9N2 overall at a distorted geometry, with properties calculated with wB97M-V/def2-TZVPD.

Results
ΔE to the lowest compared entry with this formula, charge and spin: 3.979 eV
HOMO-LUMO gap: 9.2437 eV
Strongest force on any atom: 0.074 Eh/bohr
DFT total energy: -7264.1624 eV
Lowest unoccupied orbital energy: -0.17981 hartree
Total charge: +1

Last column: Löwdin charge in e.
Atoms and positions in Å:
C 1.376 -0.047 0.059  -0.193
C -1.885 0.466 0.537  -0.102
C -1.826 -0.383 -0.728  -0.100
C -1.027 -0.694 0.439  0.028
N 2.343 -0.907 0.002  0.147
N 1.495 1.238 -0.092  0.144
H -1.476 1.462 0.469  0.106
H -2.721 0.413 1.224  0.125
H -2.621 -1.072 -0.991  0.123
H -1.378 0.072 -1.600  0.119
H -0.831 -1.564 1.025  0.108
H 2.175 -1.895 0.109  0.123
H 3.307 -0.625 -0.171  0.136
H 0.685 1.835 -0.019  0.102
H 2.384 1.701 -0.262  0.135

---

Record 5
Below is C49H50N9O3PRbS4 as an isolated structure, with properties calculated with wB97M-V/def2-TZVPD.

Results
ΔE to the lowest compared entry with this formula, charge and spin: 0.626 eV
HOMO-LUMO gap: 3.5962 eV
Strongest force on any atom: 0.018 Eh/bohr
DFT total energy: -124465.0425 eV
Lowest unoccupied orbital energy: 0.05833 hartree
Total charge: -1

Last column: Löwdin charge in e.
Atoms and positions in Å:
Rb -0.047 0.095 -0.239  0.653
N 3.707 2.615 -2.847  0.170
C 4.351 1.421 -3.067  -0.191
C 5.594 1.104 -3.596  -0.032
C 5.914 -0.242 -3.664  -0.101
C 5.023 -1.228 -3.223  -0.085
C 3.782 -0.910 -2.703  -0.010
C 3.444 0.440 -2.621  -0.215
N 2.298 1.038 -2.151  0.169
C 2.478 2.322 -2.297  -0.273
C 1.524 3.364 -1.970  -0.323
C 1.695 4.701 -2.214  -0.360
S 0.334 5.588 -1.667  1.013
C -0.383 4.093 -1.149  -0.434
N 0.332 3.052 -1.374  0.031
H 4.072 3.533 -3.019  0.148
H 6.285 1.866 -3.935  0.102
H 6.880 -0.535 -4.056  0.096
H 5.323 -2.266 -3.286  0.101
H 3.095 -1.665 -2.346  0.096
H 2.526 5.218 -2.665  0.068
H -1.366 4.085 -0.698  0.092
O -5.981 2.760 -0.198  0.025
C -5.682 2.451 -1.464  -0.288
C -6.471 3.005 -2.475  -0.033
C -6.213 2.735 -3.806  -0.110
C -5.161 1.897 -4.157  -0.113
C -4.380 1.339 -3.160  -0.037
C -4.614 1.598 -1.812  -0.072
C -3.696 0.946 -0.815  -0.485
O -2.853 0.112 -1.205  -0.127
N -3.881 1.364 0.445  -0.015
N -3.066 0.743 1.352  -0.099
C -3.089 1.151 2.543  -0.900
S -2.069 0.407 3.766  0.910
C -3.013 1.085 5.161  -0.514
C -3.383 2.508 4.803  -0.544
S -4.111 2.506 3.134  0.893
H -5.253 2.333 0.356  0.049
H -7.285 3.657 -2.184  0.108
H -6.831 3.189 -4.572  0.093
H -4.958 1.687 -5.200  0.089
H -3.558 0.678 -3.405  0.106
H -2.368 1.046 6.038  0.066
H -3.897 0.467 5.320  0.073
H -2.499 3.146 4.805  0.071
H -4.132 2.915 5.482  0.069
O 2.040 -1.574 -0.172  -0.121
C 2.662 -1.585 0.847  -0.235
C 3.364 -1.598 1.962  -0.269
C 4.509 -2.499 2.148  -0.084
C 5.226 -2.466 3.299  -0.161
C 4.918 -1.576 4.361  -0.171
C 3.826 -0.729 4.227  -0.148
C 3.030 -0.698 3.090  -0.384
P 1.538 0.285 2.890  1.049
C 2.181 1.818 2.079  -0.381
C 3.457 1.871 1.525  -0.062
C 3.915 3.033 0.917  -0.085
C 3.116 4.167 0.890  -0.114
C 1.837 4.122 1.431  -0.112
C 1.361 2.945 1.989  -0.125
C 1.317 0.899 4.611  -0.391
C 0.684 0.031 5.503  -0.151
C 0.489 0.388 6.827  -0.104
C 0.933 1.620 7.291  -0.107
C 1.570 2.486 6.416  -0.092
C 1.761 2.129 5.087  -0.083
H 4.754 -3.187 1.348  0.090
H 6.064 -3.146 3.411  0.086
H 5.515 -1.564 5.264  0.061
H 3.582 -0.064 5.046  0.092
H 4.103 1.004 1.604  0.108
H 4.911 3.061 0.488  0.101
H 3.484 5.088 0.453  0.097
H 1.218 5.012 1.425  0.095
H 0.354 2.908 2.397  0.111
H 0.355 -0.941 5.151  0.102
H -0.004 -0.297 7.508  0.100
H 0.794 1.897 8.329  0.093
H 1.933 3.443 6.772  0.096
H 2.270 2.812 4.420  0.099
C -0.577 -2.225 -6.413  -0.056
N 0.062 -2.680 -5.193  -0.201
C 1.496 -2.467 -5.135  -0.084
C -0.645 -3.044 -4.095  -0.792
S 0.034 -3.405 -2.629  0.728
N -2.036 -3.115 -4.313  -0.264
C -2.456 -4.351 -4.958  -0.080
C -2.860 -2.805 -3.145  -0.108
H -0.075 -1.324 -6.770  0.087
H -1.622 -2.003 -6.218  0.086
H -0.512 -2.985 -7.199  0.086
H 1.941 -2.724 -6.098  0.088
H 1.925 -3.088 -4.357  0.036
H 1.722 -1.422 -4.901  0.094
H -1.790 -4.594 -5.786  0.079
H -3.470 -4.232 -5.343  0.086
H -2.446 -5.189 -4.248  0.090
H -2.507 -1.897 -2.661  0.062
H -2.856 -3.614 -2.405  0.070
H -3.882 -2.642 -3.493  0.089
C -4.552 -3.363 1.111  -0.022
C -3.066 -3.293 1.225  -0.314
C -2.131 -4.248 1.575  -0.002
C -0.883 -3.592 1.510  -0.357
N -1.051 -2.330 1.153  0.031
N -2.370 -2.170 0.982  0.029
C 0.479 -4.154 1.762  -0.024
H -4.904 -4.341 1.434  0.072
H -4.873 -3.199 0.080  0.075
H -5.026 -2.599 1.730  0.078
H -2.318 -5.277 1.834  0.097
H -2.725 -1.258 0.705  0.090
H 0.406 -5.174 2.137  0.071
H 1.024 -3.544 2.483  0.076
H 1.056 -4.160 0.835  0.073

---

Record 6
Below is C20H16BrN3O6S2Ti as an isolated structure at a distorted geometry, with properties calculated with wB97M-V/def2-TZVPD.

Results
Multiplicity: 3
ΔE to the lowest compared entry with this formula, charge and spin: 0.752 eV
HOMO-LUMO gap (alpha / beta): 4.3641 / 6.9764 eV
Strongest force on any atom: 0.029 Eh/bohr
DFT total energy: -152588.8831 eV
Lowest unoccupied orbital energy (alpha / beta): 0.17319 / 0.17315 hartree
Total charge: -2

Last column: Löwdin spin population.
Atoms and positions in Å:
Ti -0.651 -0.631 0.362  0.884
C -6.834 -1.844 -2.241  0.000
C -5.404 -2.196 -1.921  0.000
C -5.094 -3.004 -0.833  0.000
C -3.778 -3.326 -0.534  0.000
C -2.753 -2.842 -1.330  0.001
C -3.044 -2.049 -2.430  0.000
C -4.362 -1.725 -2.712  0.000
S -1.068 -3.353 -0.984  0.004
O -1.116 -3.971 0.316  0.005
O -0.777 -4.203 -2.129  0.000
N -0.066 -2.118 -0.925  0.011
C 0.295 -1.512 -2.222  0.004
C -0.456 -0.189 -2.454  0.005
O -0.577 0.262 -3.589  0.004
O -0.932 0.336 -1.376  0.014
H -7.465 -1.933 -1.356  0.000
H -7.245 -2.504 -3.010  0.000
H -6.911 -0.820 -2.612  0.000
H -5.890 -3.364 -0.190  0.000
H -3.527 -3.914 0.338  0.000
H -2.258 -1.669 -3.069  0.000
H -4.578 -1.080 -3.558  0.000
H 0.112 -2.204 -3.044  0.000
H 1.363 -1.276 -2.207  0.000
S 1.723 0.631 0.582  0.011
C 0.581 1.637 1.387  0.023
C 0.863 2.851 2.046  -0.002
C -0.162 3.579 2.598  0.023
C -1.475 3.109 2.500  -0.003
C -1.684 1.899 1.874  0.021
N -0.688 1.170 1.363  0.003
H 1.891 3.185 2.088  -0.001
H 0.047 4.514 3.106  0.002
H -2.311 3.660 2.907  -0.001
H -2.674 1.464 1.788  0.001
Br 2.353 -2.827 1.406  0.002
C 0.868 -2.436 2.551  0.032
C 0.957 -2.922 3.835  0.145
C -0.132 -2.652 4.716  0.127
C -1.235 -2.020 4.221  0.039
C -1.264 -1.610 2.874  0.210
N -0.125 -1.728 2.051  0.192
C -2.496 -1.172 2.242  0.096
O -3.550 -0.982 2.851  0.121
O -2.392 -0.959 0.910  0.006
H 1.823 -3.486 4.143  0.010
H -0.091 -2.979 5.749  0.008
H -2.120 -1.838 4.815  0.001

---

Record 7
Below is a 2-piece molecular cluster, C8H9N2O3 overall at a distorted geometry, with properties calculated with wB97M-V/def2-TZVPD.

Results
ΔE to the lowest compared entry with this formula, charge and spin: 0.000 eV
HOMO-LUMO gap: 8.7144 eV
Strongest force on any atom: 0.080 Eh/bohr
DFT total energy: -17552.5256 eV
Lowest unoccupied orbital energy: -0.18227 hartree
Total charge: +1

Last column: Löwdin charge in e.
Atoms and positions in Å:
C 2.086 0.587 -0.219  0.068
C -0.155 0.961 0.538  0.091
C 0.645 -1.340 0.149  0.133
C 1.048 1.437 -0.014  -0.236
C 1.880 -0.777 -0.202  -0.075
C -0.351 -0.404 0.566  -0.215
C -2.631 -1.134 1.200  0.352
C 1.259 2.864 -0.144  -0.037
N 3.031 -1.699 -0.268  -0.334
N -1.562 -0.786 0.969  0.184
O 4.126 -1.216 -0.592  0.102
O 2.820 -2.841 0.037  0.119
O -4.755 -1.543 -0.883  -0.060
H 2.920 1.098 -0.599  0.134
H -0.945 1.569 0.778  0.113
H 0.432 -2.322 0.306  0.103
H -4.764 -1.968 -1.734  0.042
H -3.699 -1.265 1.380  0.142
H 1.913 3.146 0.602  0.072
H 1.906 3.148 -1.001  0.113
H 0.425 3.630 -0.151  0.125
H -5.627 -1.145 -0.716  0.063

---

Record 8
Below is a 2-piece molecular cluster, C4H8N2 overall at a distorted geometry, with properties calculated with wB97M-V/def2-TZVPD.

Results
ΔE to the lowest compared entry with this formula, charge and spin: 2.443 eV
HOMO-LUMO gap: 11.2314 eV
Strongest force on any atom: 0.043 Eh/bohr
DFT total energy: -7255.4321 eV
SMILES: C/C=N/CC#N.[H][H]
Lowest unoccupied orbital energy: 0.03542 hartree
Total charge: 0

Last column: Löwdin charge in e.
Atoms and positions in Å:
C -0.494 -1.521 1.132  -0.062
C -0.102 -0.192 0.666  -0.291
N 0.383 -0.012 -0.485  -0.025
C 0.826 1.299 -0.855  -0.235
C 0.501 2.406 0.018  -0.232
N 0.221 3.262 0.737  0.153
H -1.378 -1.582 1.777  0.083
H -0.421 -2.334 0.401  0.078
H 0.469 -1.425 1.754  0.119
H -0.201 0.607 1.410  0.120
H 0.425 1.564 -1.826  0.117
H 1.901 1.288 -0.963  0.121
H -1.574 -1.201 -1.990  0.042
H -0.969 -0.793 -1.815  0.012